A 5-piece molecular cluster, C17H40F3N2O18P4S overall. Source: OMol25; level of theory: ωB97M-V/def2-TZVPD.

Geometry as XYZ:
```
85
Properties=species:S:1:pos:R:3
O -2.9930 -0.9868 -1.8394
S -3.1771 0.3397 -1.3892
O -2.9246 0.7836 -0.0800
N -4.9038 0.6752 -1.7385
C -5.5125 -0.0049 -2.7032
C -6.8406 0.2609 -2.9582
C -7.4540 1.2269 -2.2045
C -6.6997 1.8829 -1.2160
N -5.4446 1.6084 -0.9849
C -2.3930 1.5360 -2.6156
F -3.2365 2.5562 -2.7924
F -2.2047 0.9007 -3.7647
F -1.2535 1.9535 -2.0888
H -4.9323 -0.7420 -3.2442
H -7.3653 -0.2844 -3.7299
H -8.5005 1.4704 -2.3437
H -7.1342 2.6587 -0.5977
C 1.7779 3.4421 -0.4762
O 2.5625 4.5371 -0.9482
P 1.9004 5.9745 -0.9430
O 1.3280 6.4035 0.3329
O 0.8264 5.9752 -2.1310
C -0.5060 5.5547 -1.8437
O 3.0871 6.7946 -1.5482
C 2.8932 8.2013 -1.7841
H 2.4259 2.7644 0.0738
H 0.9770 3.7746 0.1862
H 1.3549 2.9117 -1.3317
H -0.7385 5.6828 -0.7862
H -0.6240 4.5071 -2.1254
H -1.1913 6.1603 -2.4332
H 2.7038 8.7165 -0.8441
H 2.0648 8.3588 -2.4736
H 3.8126 8.5673 -2.2288
C -9.9700 -0.9687 0.5240
O -10.6553 -0.0337 -0.3184
P -11.7359 0.9222 0.3563
O -11.2196 1.7257 1.4655
O -12.9804 0.0170 0.7285
C -13.0641 -0.6288 2.0108
O -12.2102 1.6854 -0.9294
C -13.2795 2.6439 -0.7831
H -8.9376 -1.0307 0.1847
H -9.9788 -0.6475 1.5659
H -10.4349 -1.9493 0.4316
H -12.4704 -0.0956 2.7521
H -12.7252 -1.6598 1.9204
H -14.1077 -0.6190 2.3113
H -12.9712 3.4496 -0.1194
H -14.1708 2.1553 -0.3936
H -13.4810 3.0334 -1.7754
C 5.4013 -3.7037 1.7013
O 6.1431 -2.5926 1.1815
P 5.4583 -1.1712 1.1391
O 4.9205 -0.6899 2.4126
O 4.3630 -1.2176 -0.0241
C 3.0299 -1.6358 0.2762
O 6.6143 -0.3361 0.4876
C 6.3305 1.0527 0.2399
H 6.0880 -4.3215 2.2736
H 4.5980 -3.3697 2.3587
H 4.9955 -4.2845 0.8733
H 2.7982 -1.4723 1.3287
H 2.9081 -2.6893 0.0239
H 2.3539 -1.0420 -0.3364
H 6.1288 1.5652 1.1794
H 5.4735 1.1437 -0.4270
H 7.2089 1.4829 -0.2295
C 12.6650 -7.0266 1.6434
O 11.8198 -6.0954 0.9585
P 10.7031 -5.3311 1.7714
O 11.1551 -4.6236 2.9704
O 9.5367 -6.3807 2.0706
C 9.5666 -7.1498 3.2788
O 10.0957 -4.4838 0.5984
C 8.9636 -3.6482 0.8929
H 13.6613 -6.9365 1.2198
H 12.7135 -6.8087 2.7109
H 12.2930 -8.0383 1.4827
H 10.1434 -6.6395 4.0495
H 9.9936 -8.1322 3.0776
H 8.5407 -7.2690 3.6193
H 9.2346 -2.8884 1.6245
H 8.1441 -4.2541 1.2713
H 8.6642 -3.1733 -0.0351
```

The HOMO-LUMO gap is 5.437 eV. Its charge is +1. The value obtained for the calculated total energy is -114255.8928 eV. The max |F| is 0.015 Eh/bohr. The value obtained for the LUMO energy is -5.845 eV.